Computed, not measured: an isolated molecule of C6H6, with ωB97M-V/def2-TZVPD.

## Properties
LUMO level (spin up / spin down) in eV: 0.610 / 0.608
M in Da: 78.11
HOMO energy (spin up / spin down) in Ha: -0.272 / -0.272
ΔE to the lowest compared entry with this formula, charge and spin in kcal per mole: 170.0

CARTESIAN COORDINATES (ANGSTROEM)
C (-1.120, -0.874, -0.725)
C (-0.053, -0.127, 0.039)
C (1.201, -0.761, 0.270)
C (2.264, -1.329, 0.365)
C (-0.145, 1.250, 0.192)
C (-0.379, 2.412, 0.612)
H (-0.821, -0.945, -1.779)
H (-1.253, -1.892, -0.346)
H (-2.079, -0.349, -0.683)
H (-0.548, 0.965, 1.289)
H (3.218, -1.806, 0.406)
H (-0.287, 3.456, 0.361)

Here are the natural (NBO) charges for atoms 1 to 2, given in e: atom 1 (C): -0.601, atom 2 (C): -0.251

=====

Computed, not measured: an isolated molecule of C5H10O, with ωB97M-V/def2-TZVPD.

## Properties
LUMO level in eV: 0.416
M in Da: 86.13
HOMO energy in Ha: -0.306
ΔE to the lowest compared entry with this formula, charge and spin in kcal per mole: 94.6

CARTESIAN COORDINATES (ANGSTROEM)
C (1.919, 0.164, 0.406)
C (0.865, 0.409, -0.668)
C (-0.533, 0.147, -0.148)
C (-0.889, -1.258, 0.274)
C (-2.202, 1.472, -0.447)
O (-1.440, 0.651, -1.164)
H (1.943, -0.888, 0.713)
H (1.719, 0.771, 1.299)
H (2.912, 0.430, 0.036)
H (1.043, -0.214, -1.552)
H (0.890, 1.453, -1.001)
H (-0.593, -1.983, -0.490)
H (-0.380, -1.501, 1.211)
H (-1.969, -1.349, 0.441)
H (-0.669, 0.855, 0.692)
H (-2.614, 0.842, 0.399)

Here are the natural (NBO) charges for atoms 1 to 2, given in e: atom 1 (C): -0.611, atom 2 (C): -0.410

=====

Computed, not measured: a structure of composition C16H37AlO5PS2, with ωB97M-V/def2-TZVPD.

## Properties
Total charge: -1
LUMO level in eV: 2.054
M in Da: 431.56
HOMO energy in Ha: -0.156

CARTESIAN COORDINATES (ANGSTROEM)
C (-1.682, -0.257, 4.345)
C (-1.906, 1.384, 4.213)
C (-0.465, 2.216, 4.093)
C (-0.039, 2.331, 2.479)
C (1.615, 2.337, 2.383)
C (2.072, 0.950, 1.645)
C (3.133, 1.120, 0.411)
C (2.885, 2.409, -0.565)
Al (0.937, 2.780, -1.070)
C (-0.234, 1.122, -1.351)
C (-0.297, 0.600, -2.939)
C (-0.241, -1.036, -2.869)
C (-0.485, -1.808, -4.292)
S (-1.207, -0.755, -5.663)
O (-1.501, -1.743, -6.857)
O (-2.593, -0.118, -5.317)
O (-0.095, 0.393, -6.288)
P (1.028, 4.094, -3.040)
S (2.327, 3.324, -4.281)
H (-1.492, -0.477, 5.496)
H (-0.759, -0.641, 3.725)
H (-2.634, -0.864, 4.011)
H (-2.544, 1.789, 5.126)
H (-2.502, 1.596, 3.227)
H (-0.567, 3.312, 4.489)
H (0.306, 1.594, 4.722)
H (-0.539, 1.397, 1.965)
H (-0.534, 3.281, 1.994)
H (2.065, 3.320, 1.939)
H (1.991, 2.291, 3.515)
H (2.630, 0.300, 2.477)
H (1.192, 0.275, 1.260)
H (4.270, 1.077, 0.773)
H (3.007, 0.152, -0.275)
H (3.345, 3.372, -0.083)
H (3.469, 2.186, -1.581)
H (0.267, 3.759, 0.024)
H (0.074, 0.268, -0.612)
H (-1.362, 1.404, -1.079)
H (0.641, 1.069, -3.502)
H (-1.283, 1.047, -3.385)
H (0.860, -1.315, -2.505)
H (-0.962, -1.447, -2.016)
H (0.493, -2.360, -4.689)
H (-1.287, -2.665, -4.074)
H (-0.514, 1.313, -6.353)
H (1.457, 5.443, -2.746)
H (-0.246, 4.189, -3.705)
O (0.625, -1.500, 0.827)
C (0.092, -2.570, 1.102)
O (-0.265, -3.432, 0.124)
C (-0.711, -4.783, 0.345)
C (-2.201, -4.823, 0.619)
C (-0.259, -2.905, 2.524)
H (-0.125, -5.267, 1.132)
H (-0.501, -5.333, -0.579)
H (-2.458, -4.273, 1.528)
H (-2.546, -5.854, 0.728)
H (-2.753, -4.351, -0.201)
H (-1.223, -2.455, 2.771)
H (0.513, -2.486, 3.178)
H (-0.285, -3.973, 2.731)

Here are the natural (NBO) charges for atoms 1 to 2, given in e: atom 1 (C): -0.644, atom 2 (C): -0.412